(1)
A cluster of 11 separate species, C39H98N5O20P3S3 in total in a non-equilibrium geometry, computed with the ωB97M-V functional and the def2-TZVPD basis.

Spin multiplicity: 1
HOMO level (eV): -8.19
Kohn-Sham gap (eV): 8.463
Energy (a.u.): -5542.29310
Lowest unoccupied orbital energy (hartree): 0.0101

Atoms and positions in Å:
1 C 4.41199 -3.48636 2.42751
2 C 3.61203 -2.52659 1.62646
3 O 3.20470 -1.45735 2.08940
4 N 3.38443 -2.83609 0.32473
5 C 3.91172 -3.98061 -0.37621
6 H 4.19628 -3.24285 3.45681
7 H 5.46254 -3.55629 2.14308
8 H 4.06704 -4.51596 2.21451
9 H 2.84525 -2.10419 -0.17598
10 H 4.61121 -4.53045 0.22267
11 H 4.44500 -3.70484 -1.28818
12 H 3.17248 -4.69415 -0.73411
13 C 4.07185 0.17721 -3.80790
14 C 4.86289 0.81538 -2.72177
15 O 5.83710 1.55055 -2.91601
16 N 4.34555 0.58908 -1.46187
17 C 5.11617 0.83836 -0.27391
18 H 3.37220 -0.56857 -3.37456
19 H 4.86335 -0.22433 -4.47708
20 H 3.55430 0.99809 -4.28580
21 H 3.56690 -0.06373 -1.35674
22 H 6.10156 0.41348 -0.37236
23 H 4.59913 0.29761 0.53670
24 H 5.15977 1.88463 0.01788
25 C 3.91627 -2.84378 -5.85269
26 C 2.91008 -1.76552 -6.32037
27 O 1.72266 -1.90066 -6.20452
28 N 3.45714 -0.82255 -7.09717
29 C 2.67176 0.23718 -7.64787
30 H 3.55495 -3.75416 -6.33784
31 H 3.83247 -3.19967 -4.82187
32 H 4.92771 -2.66302 -6.20012
33 H 4.43468 -0.59356 -6.98369
34 H 1.59955 0.06830 -7.43615
35 H 2.81933 0.41400 -8.71334
36 H 2.93092 1.18119 -7.14051
37 C -1.21906 -3.89435 -5.83932
38 C -0.69164 -4.26583 -4.49105
39 O -1.30126 -4.96449 -3.65493
40 N 0.58941 -3.88236 -4.25637
41 C 1.19848 -4.12611 -2.97321
42 H -0.83949 -2.88914 -6.10625
43 H -2.28011 -3.93916 -5.70867
44 H -0.89561 -4.66746 -6.53194
45 H 0.97848 -3.12949 -4.82687
46 H 2.18207 -4.58931 -3.08060
47 H 0.50422 -4.81057 -2.47768
48 H 1.37246 -3.20173 -2.42064
49 C 0.44231 -0.95191 0.66816
50 C 0.78975 -0.78170 -0.78249
51 O 1.92782 -1.02173 -1.30517
52 N -0.17033 -0.29859 -1.56119
53 C 0.11649 -0.11990 -2.98848
54 H 0.09635 -1.99012 0.81207
55 H -0.38008 -0.29185 0.85382
56 H 1.34293 -0.81502 1.29114
57 H -1.15898 -0.20380 -1.26890
58 H 0.98703 0.51939 -3.15774
59 H -0.78680 0.25622 -3.43528
60 H 0.32038 -1.10360 -3.41909
61 C -2.52866 -1.86996 2.46203
62 S -3.10373 -3.59607 2.72434
63 O -2.94899 -4.02391 4.11491
64 C -4.97352 -3.22366 2.57849
65 H -2.90477 -1.18278 3.23203
66 H -2.95512 -1.55756 1.50681
67 H -1.46211 -1.82198 2.37054
68 H -5.24530 -3.25714 1.50347
69 H -5.07068 -2.20672 3.02266
70 H -5.45944 -4.05693 3.06412
71 C 0.40633 -1.84696 4.61148
72 S 0.42258 -1.95719 6.51755
73 O 1.70751 -2.57784 6.88550
74 C 0.50829 -0.19580 6.80605
75 H 1.39958 -1.41249 4.46629
76 H -0.43064 -1.22124 4.35396
77 H 0.31876 -2.86564 4.31402
78 H 0.64568 0.02211 7.86036
79 H -0.39524 0.26847 6.36897
80 H 1.39181 0.21889 6.28645
81 C -4.90570 -2.62521 -1.59244
82 S -3.25075 -1.97032 -2.06073
83 O -3.09118 -0.74912 -1.17901
84 C -2.25122 -3.34445 -1.36704
85 H -4.88454 -2.87455 -0.53901
86 H -5.15756 -3.48276 -2.22965
87 H -5.52014 -1.79940 -1.90090
88 H -1.24135 -2.95412 -1.50384
89 H -2.29673 -4.25730 -1.89825
90 H -2.41161 -3.42616 -0.29725
91 C -2.66777 0.37850 -7.17024
92 C -1.32292 0.67097 -6.61550
93 O -1.09306 2.09568 -6.88160
94 P -0.93882 3.06791 -5.69354
95 O -0.66692 4.47571 -6.00409
96 O -2.20608 2.75433 -4.81077
97 C -2.44672 3.52366 -3.60329
98 C -2.39873 2.60433 -2.39659
99 O 0.25018 2.50973 -4.75307
100 C 1.58665 3.07900 -4.83698
101 C 1.96290 3.54700 -3.45505
102 H -2.78636 0.69063 -8.21538
103 H -3.03834 -0.63272 -7.03099
104 H -3.44419 0.91909 -6.64991
105 H -1.29899 0.43481 -5.54524
106 H -0.57549 0.05096 -7.13755
107 H -1.73207 4.35058 -3.42842
108 H -3.42949 3.93792 -3.77474
109 H -2.78251 3.13101 -1.51575
110 H -2.99649 1.71845 -2.59127
111 H -1.37153 2.29199 -2.08268
112 H 2.32867 2.32213 -5.12749
113 H 1.57503 3.92432 -5.55981
114 H 1.94667 2.71046 -2.76938
115 H 2.99227 3.87947 -3.56598
116 H 1.34711 4.36218 -3.04772
117 C 4.73523 1.06481 3.38184
118 C 3.25304 1.38974 3.12090
119 O 3.00658 2.79122 3.29550
120 P 1.51060 3.21532 3.64731
121 O 0.76874 2.38196 4.60412
122 O 1.77655 4.71457 3.88349
123 C 1.10693 5.48115 4.96608
124 C -0.35154 5.90108 4.51773
125 O 0.76901 3.24933 2.28774
126 C 1.19971 4.09648 1.12938
127 C 2.17184 3.33309 0.19233
128 H 4.98702 1.43001 4.37573
129 H 4.89348 0.00219 3.39679
130 H 5.36368 1.52929 2.65165
131 H 2.96401 1.10600 2.09733
132 H 2.65597 0.78217 3.81436
133 H 1.00372 4.97677 5.89873
134 H 1.64113 6.40898 5.17869
135 H -0.90308 4.95021 4.31001
136 H -0.90535 6.25218 5.37461
137 H -0.42784 6.59570 3.69060
138 H 0.24905 4.30161 0.63478
139 H 1.66234 5.02463 1.46767
140 H 2.51380 4.01759 -0.57652
141 H 2.99972 2.88389 0.72296
142 H 1.64836 2.48609 -0.24765
143 C -7.26943 2.47970 5.55551
144 C -5.91964 2.49371 4.92779
145 O -4.83239 1.82545 5.74872
146 P -4.23190 0.53280 5.27372
147 O -4.82913 -0.09262 4.08840
148 O -2.69130 0.86873 5.04090
149 C -2.34549 1.96603 4.07847
150 C -1.90842 1.36829 2.79995
151 O -4.18202 -0.43889 6.50939
152 C -3.56008 -1.74312 6.43962
153 C -3.29745 -2.30310 7.77250
154 H -7.32255 2.64541 6.61845
155 H -7.88686 3.12503 4.95263
156 H -7.80393 1.51596 5.41397
157 H -6.01140 2.08799 3.90702
158 H -5.58469 3.55244 4.83407
159 H -3.15169 2.70965 3.98726
160 H -1.43680 2.47779 4.48823
161 H -2.62260 0.61552 2.39181
162 H -1.86947 2.14920 2.06096
163 H -0.89836 0.98369 2.77775
164 H -4.19097 -2.36083 5.83475
165 H -2.57019 -1.70982 5.91387
166 H -2.92375 -3.32412 7.82213
167 H -2.51354 -1.76969 8.33457
168 H -4.22098 -2.23884 8.37201

Atoms 1-2, force components in eV/Å:
C -0.541 -1.374 -0.008
C 0.207 0.624 -1.110

=====

(2)
The molecule C2H2N2O2 in a non-equilibrium geometry, computed with the ωB97M-V functional and the def2-TZVPD basis.

Spin multiplicity: 1
HOMO level (eV): -12.20
Kohn-Sham gap (eV): 11.010
Energy (a.u.): -337.21237
Lowest unoccupied orbital energy (hartree): -0.0437

Atoms and positions in Å:
1 N -2.32564 -0.51445 1.21121
2 C -1.22336 -0.44703 0.92517
3 C 0.46407 -0.50613 0.06110
4 N 0.52169 0.83401 -0.59392
5 O -0.18746 0.85429 -1.57555
6 O 1.33303 1.65196 -0.20676
7 H 1.25465 -0.47058 0.79112
8 H 0.16302 -1.40206 -0.61236

Atoms 1-2, force components in eV/Å:
N -0.946 -0.008 0.451
C 5.084 -0.074 -2.263

=====

(3)
A cluster of 2 separate species, C4H11NO2 in total in a non-equilibrium geometry, computed with the ωB97M-V functional and the def2-TZVPD basis.

Spin multiplicity: 1
HOMO level (eV): -9.36
Kohn-Sham gap (eV): 10.080
Energy (a.u.): -364.22904
Lowest unoccupied orbital energy (hartree): 0.0263

Atoms and positions in Å:
1 C 0.17097 -2.14442 -0.86005
2 C -0.76715 -1.96636 0.27454
3 O -0.66071 -1.90207 1.46708
4 O -2.00631 -1.92573 -0.28664
5 H 1.16366 -2.53457 -0.61421
6 H 0.46129 -1.19682 -1.31072
7 H -0.25464 -2.93037 -1.47622
8 H -2.68027 -1.88096 0.40120
9 C 0.17494 2.19943 0.70730
10 C 1.57619 2.29279 0.07651
11 N 1.42642 2.86571 -1.25971
12 H -0.68339 2.16569 0.03257
13 H -0.03153 3.22242 1.04444
14 H 0.09680 1.47300 1.50308
15 H 2.10471 3.07192 0.62510
16 H 2.11641 1.35099 0.22533
17 H 2.33290 3.10128 -1.64716
18 H 0.98168 2.25367 -1.93504

Atoms 1-2, force components in eV/Å:
C 2.004 -0.674 0.344
C -1.551 0.003 0.335

=====

(4)
A structure of composition C6H11N2 in a non-equilibrium geometry, computed with the ωB97M-V functional and the def2-TZVPD basis.

Spin multiplicity: 1
HOMO level (eV): -13.54
Kohn-Sham gap (eV): 9.431
Net charge: +1
Energy (a.u.): -344.38609
Lowest unoccupied orbital energy (hartree): -0.1511

Atoms and positions in Å:
1 C -0.06029 -0.21476 -0.17868
2 C 4.09880 0.35703 0.44319
3 C -2.34435 -1.13531 0.40454
4 C -2.41718 -0.67036 -0.93872
5 C -1.75909 1.49782 0.33832
6 C -1.43947 0.06932 0.05495
7 N 1.03573 -0.29418 -0.38914
8 N 3.45315 -0.50467 -0.20216
9 H 3.42534 0.96418 1.07000
10 H 5.12556 0.29979 0.46518
11 H -3.26037 -1.13342 0.87167
12 H -1.68759 -1.96637 0.65947
13 H -2.11614 -1.06466 -1.83818
14 H -3.33054 -0.05384 -1.10059
15 H -1.20261 1.64560 1.34316
16 H -1.18007 2.05673 -0.39787
17 H 4.05561 -1.19587 -0.74690
18 H 2.36550 -0.50892 -0.43556
19 H -2.76199 1.85190 0.57732

Atoms 1-2, force components in eV/Å:
C -4.134 0.704 0.881
C -3.360 0.002 1.245